1.
{"formula": "C15H18FNO4PtSSiTe", "method": "ωB97M-V/def2-TZVPD", "charge": 0, "mol_weight_da": 678.14, "s2": 6.062, "e_homo_ev": [-7.90, -9.15], "spin_multiplicity": 5, "homo_lumo_gap_ev": [7.98, 6.41], "symbols": ["Pt", "C", "Si", "C", "C", "N", "C", "C", "C", "C", "C", "C", "F", "H", "H", "H", "H", "H", "H", "H", "H", "H", "H", "H", "H", "H", "O", "S", "O", "O", "O", "Te", "C", "C", "C", "C", "C", "C", "H", "H", "H", "H", "H"], "coordinates": [[0.220, -0.751, -0.349], [-1.040, 0.221, 3.238], [-1.295, -1.475, 2.543], [-2.627, -2.377, 3.505], [0.190, -2.579, 2.625], [-1.671, -1.161, 0.790], [-2.865, -0.911, 0.248], [-4.100, -1.040, 0.956], [-5.313, -0.756, 0.383], [-5.384, -0.322, -0.943], [-4.218, -0.187, -1.689], [-3.011, -0.479, -1.109], [-1.921, -0.355, -1.880], [-0.890, 0.149, 4.320], [-1.917, 0.851, 3.066], [-0.171, 0.704, 2.792], [-2.148, -2.658, 4.450], [-2.963, -3.302, 3.026], [-3.499, -1.772, 3.769], [0.373, -2.806, 3.681], [1.085, -2.110, 2.217], [0.008, -3.529, 2.114], [-4.062, -1.377, 1.982], [-6.220, -0.867, 0.964], [-6.339, -0.090, -1.394], [-4.232, 0.146, -2.718], [2.215, 2.399, 0.878], [1.550, 1.263, 0.337], [1.593, 0.027, 1.237], [0.031, 1.416, 0.168], [2.028, 0.753, -0.978], [0.110, -2.958, -1.711], [1.484, -4.160, -0.713], [2.472, -3.594, 0.093], [3.388, -4.414, 0.731], [3.319, -5.793, 0.574], [2.340, -6.358, -0.235], [1.429, -5.544, -0.888], [2.524, -2.517, 0.211], [4.155, -3.973, 1.354], [4.034, -6.431, 1.080], [2.293, -7.432, -0.363], [0.673, -5.985, -1.529]], "forces_ev_per_a": [[-0.5, 0.4, -0.2], [0.0, 0.1, 0.2], [0.0, 0.2, -0.2], [-0.1, -0.1, 0.1], [0.1, -0.1, 0.0], [0.0, -0.2, 0.1], [0.0, 0.1, -0.1], [0.0, 0.0, 0.2], [0.0, 0.0, -0.1], [0.0, 0.0, 0.0], [0.0, 0.0, 0.0], [-0.1, 0.0, 0.0], [0.0, 0.0, 0.0], [0.0, 0.0, 0.0], [0.0, 0.0, 0.0], [-0.1, 0.0, 0.0], [0.0, 0.0, -0.1], [0.0, 0.1, 0.0], [0.1, -0.1, 0.0], [0.0, 0.0, -0.1], [0.0, 0.0, 0.0], [0.1, 0.0, 0.0], [0.0, 0.1, -0.2], [0.0, 0.0, 0.0], [0.0, 0.0, 0.0], [0.0, 0.0, 0.0], [0.0, 0.0, 0.0], [-0.5, 0.0, -0.3], [0.2, -0.4, 0.2], [0.6, 0.0, 0.1], [0.0, 0.1, 0.0], [0.3, 0.0, 0.2], [0.1, -0.1, -0.1], [0.0, 0.1, 0.0], [0.0, 0.0, 0.0], [0.0, 0.0, 0.0], [0.0, 0.0, 0.0], [-0.1, 0.0, 0.0], [0.0, 0.0, 0.0], [0.0, 0.0, 0.0], [0.0, 0.0, 0.0], [0.0, 0.0, 0.0], [0.0, 0.0, 0.0]]}

***

2.
{"formula": "C27H20F7IrN3OS2", "method": "ωB97M-V/def2-TZVPD", "charge": 2, "mol_weight_da": 791.81, "s2": 0.763, "e_homo_ev": [-13.83, -13.83], "spin_multiplicity": 2, "homo_lumo_gap_ev": [6.53, 4.81], "symbols": ["Ir", "N", "C", "C", "C", "C", "C", "C", "S", "N", "C", "C", "C", "C", "C", "C", "N", "H", "H", "H", "H", "H", "H", "H", "H", "H", "F", "C", "F", "H", "O", "S", "C", "C", "C", "C", "C", "C", "C", "C", "C", "C", "C", "C", "H", "H", "H", "H", "H", "H", "H", "H", "H", "H", "F", "C", "F", "C", "F", "F", "F"], "coordinates": [[1.326, -0.975, -0.224], [0.824, -0.172, 3.943], [-0.265, 0.618, 4.289], [-0.429, 1.035, 5.606], [-1.514, 1.819, 5.934], [-2.451, 2.200, 4.961], [-2.299, 1.796, 3.657], [-1.199, 1.000, 3.308], [-1.010, 0.539, 1.669], [0.339, -0.394, 1.671], [1.081, -0.654, 2.716], [2.263, -1.516, 2.501], [2.988, -2.055, 3.543], [4.105, -2.835, 3.267], [4.444, -3.054, 1.951], [3.661, -2.494, 0.950], [2.592, -1.740, 1.202], [1.490, -0.363, 4.678], [0.290, 0.745, 6.362], [-1.645, 2.143, 6.957], [-3.295, 2.815, 5.240], [-3.014, 2.088, 2.897], [2.701, -1.907, 4.575], [4.687, -3.261, 4.073], [5.301, -3.652, 1.677], [3.905, -2.652, -0.088], [2.101, -0.980, -2.992], [2.167, -1.751, -1.886], [1.298, -2.827, -2.100], [3.172, -2.178, -1.844], [-0.234, -0.209, -1.337], [-1.138, -0.858, -2.414], [-0.876, 0.089, -3.893], [-0.062, 1.206, -3.895], [0.092, 1.903, -5.086], [-0.560, 1.478, -6.234], [-1.369, 0.348, -6.210], [-1.529, -0.363, -5.033], [-2.749, -0.292, -1.938], [-2.979, 1.062, -1.714], [-4.253, 1.466, -1.358], [-5.277, 0.526, -1.241], [-5.033, -0.818, -1.472], [-3.754, -1.239, -1.821], [0.450, 1.517, -2.997], [0.728, 2.777, -5.114], [-0.432, 2.024, -7.159], [-1.869, 0.015, -7.109], [-2.148, -1.253, -5.008], [-2.180, 1.782, -1.843], [-4.461, 2.516, -1.201], [-6.276, 0.852, -0.983], [-5.833, -1.540, -1.390], [-3.548, -2.286, -2.004], [1.425, 1.738, 0.334], [2.202, 0.813, -0.340], [2.276, 1.262, -1.605], [3.623, 0.999, 0.246], [4.098, 2.199, -0.025], [4.462, 0.082, -0.244], [3.591, 0.866, 1.592]], "forces_ev_per_a": [[-0.1, -0.2, -0.3], [0.0, 0.0, 0.0], [0.0, 0.0, 0.0], [0.0, 0.0, 0.0], [0.0, 0.0, 0.0], [0.0, 0.0, 0.0], [0.0, 0.0, 0.0], [0.0, 0.0, 0.0], [0.0, 0.0, 0.0], [0.0, 0.0, 0.0], [-0.1, 0.1, 0.0], [0.1, 0.0, 0.0], [0.0, 0.0, 0.0], [0.0, 0.0, 0.0], [0.0, 0.0, 0.0], [0.0, 0.0, 0.0], [0.1, -0.1, 0.1], [0.0, 0.0, 0.0], [0.0, 0.0, 0.0], [0.0, 0.0, 0.0], [0.0, 0.0, 0.0], [0.0, 0.0, 0.0], [0.0, 0.0, 0.0], [0.0, 0.0, 0.0], [0.0, 0.0, 0.0], [0.0, 0.0, 0.0], [-0.1, 0.0, 0.0], [0.0, 0.0, 0.2], [0.0, -0.1, 0.1], [0.0, 0.1, 0.0], [0.1, 0.4, 0.2], [-0.1, -0.3, -0.2], [0.0, 0.0, 0.0], [0.0, 0.0, 0.0], [0.0, 0.0, 0.0], [0.0, 0.0, 0.0], [0.0, 0.0, 0.0], [0.0, 0.0, 0.0], [0.1, 0.0, 0.0], [0.0, 0.0, 0.0], [0.0, 0.0, 0.0], [0.0, 0.0, 0.0], [0.0, 0.0, 0.0], [0.0, 0.0, 0.0], [0.0, 0.0, 0.0], [0.0, 0.0, 0.0], [0.0, 0.0, 0.0], [0.0, 0.0, 0.0], [0.0, 0.0, 0.0], [0.0, 0.0, 0.0], [0.0, 0.0, 0.0], [0.0, 0.0, 0.0], [0.0, 0.0, 0.0], [0.0, 0.0, 0.0], [0.0, 0.0, 0.0], [0.0, 0.3, 0.1], [0.0, -0.1, -0.1], [0.0, 0.0, 0.1], [0.0, 0.1, 0.0], [0.0, 0.0, 0.0], [0.0, -0.1, 0.0]]}

***

3.
{"formula": "C24H33N6NaO7P2SSi", "method": "ωB97M-V/def2-TZVPD", "charge": -2, "mol_weight_da": 662.65, "e_homo_ev": -1.40, "spin_multiplicity": 1, "homo_lumo_gap_ev": 5.12, "symbols": ["Na", "N", "C", "S", "N", "N", "C", "C", "C", "C", "C", "C", "N", "H", "H", "H", "H", "H", "H", "H", "N", "C", "C", "P", "O", "O", "O", "P", "O", "O", "O", "H", "H", "H", "H", "H", "H", "H", "H", "C", "Si", "C", "C", "N", "C", "C", "C", "C", "C", "C", "O", "C", "C", "C", "C", "C", "C", "H", "H", "H", "H", "H", "H", "H", "H", "H", "H", "H", "H", "H", "H", "H", "H", "H", "H"], "coordinates": [[0.366, 0.080, -0.169], [-2.332, 1.513, 4.675], [-1.249, 1.671, 3.784], [-0.813, 3.316, 3.450], [-0.782, 0.544, 3.338], [0.280, 0.505, 2.460], [1.369, 1.018, 2.872], [2.586, 1.011, 2.049], [3.720, 1.689, 2.491], [4.850, 1.697, 1.691], [4.817, 1.036, 0.477], [3.643, 0.388, 0.115], [2.565, 0.361, 0.884], [-2.934, 2.322, 4.642], [-2.822, 0.642, 4.520], [1.438, 1.499, 3.850], [3.690, 2.220, 3.433], [5.737, 2.236, 2.004], [5.660, 1.044, -0.201], [3.557, -0.109, -0.844], [-0.668, 2.316, -2.916], [0.834, 2.576, -2.923], [1.193, 3.605, -3.978], [1.567, 0.909, -3.298], [0.579, 0.667, -4.632], [2.971, 1.027, -3.740], [1.084, -0.034, -2.255], [1.113, 3.124, -1.165], [0.336, 4.572, -1.304], [2.550, 3.286, -0.883], [0.179, 2.250, -0.389], [-0.913, 1.652, -3.654], [-1.182, 3.191, -2.999], [-0.867, 1.918, -1.962], [0.953, 3.246, -4.981], [2.267, 3.771, -3.928], [0.687, 4.555, -3.790], [0.552, -0.272, -4.849], [-0.057, 4.787, -0.446], [-3.084, 1.787, -0.718], [-3.500, 0.017, -0.217], [-4.177, 0.093, 1.545], [-4.975, -0.372, -1.380], [-2.140, -0.991, -0.369], [-2.162, -2.304, -0.075], [-3.312, -3.116, 0.129], [-3.256, -4.473, 0.416], [-2.047, -5.136, 0.518], [-0.878, -4.392, 0.327], [-0.940, -3.046, 0.056], [0.211, -2.308, -0.163], [1.421, -2.760, 0.276], [2.414, -2.982, -0.665], [3.693, -3.314, -0.238], [3.973, -3.426, 1.116], [2.968, -3.193, 2.049], [1.691, -2.857, 1.636], [-3.912, 2.446, -0.443], [-2.985, 1.855, -1.808], [-2.178, 2.168, -0.247], [-4.978, 0.831, 1.644], [-3.347, 0.384, 2.193], [-4.551, -0.873, 1.887], [-5.744, 0.400, -1.274], [-5.443, -1.336, -1.188], [-4.642, -0.370, -2.421], [-4.284, -2.652, 0.062], [-4.187, -5.013, 0.564], [-1.995, -6.195, 0.741], [0.094, -4.867, 0.400], [2.174, -2.836, -1.709], [4.479, -3.464, -0.968], [4.976, -3.669, 1.446], [3.191, -3.245, 3.108], [0.903, -2.621, 2.339]], "forces_ev_per_a": [[-0.5, -0.4, 0.5], [0.1, 0.0, 0.0], [-0.1, 0.1, -0.1], [0.1, -0.1, 0.0], [-0.1, -0.2, -0.1], [0.0, 0.3, 0.2], [0.0, 0.0, 0.1], [0.0, 0.0, 0.0], [0.0, 0.0, 0.0], [0.0, 0.0, 0.0], [0.0, 0.0, 0.0], [0.1, 0.0, 0.0], [-0.1, 0.0, -0.2], [0.0, 0.0, 0.0], [0.0, 0.0, 0.0], [-0.1, 0.0, 0.0], [0.0, 0.0, 0.0], [0.0, 0.0, 0.0], [0.0, 0.0, 0.0], [0.0, 0.0, 0.0], [0.1, -0.1, 0.4], [-0.2, -0.1, 0.0], [0.0, 0.0, 0.0], [0.0, 0.3, -0.2], [0.0, 0.0, -0.2], [0.0, 0.0, 0.0], [0.2, -0.2, -0.1], [0.3, 0.1, -0.2], [0.0, 0.2, 0.1], [-0.1, 0.1, 0.0], [0.0, 0.1, 0.1], [0.0, 0.0, 0.0], [0.0, 0.0, 0.1], [0.1, 0.2, -0.4], [0.0, 0.0, 0.0], [0.0, 0.0, 0.0], [0.0, 0.0, 0.0], [0.0, 0.0, 0.1], [0.0, -0.1, 0.0], [-0.1, 0.0, 0.0], [0.1, -0.2, -0.1], [0.0, 0.1, -0.1], [0.1, 0.1, 0.1], [-0.2, 0.1, 0.1], [0.1, 0.0, 0.0], [0.1, 0.0, 0.0], [-0.1, 0.0, 0.0], [0.0, 0.0, 0.0], [0.0, -0.1, 0.0], [-0.1, 0.0, 0.0], [0.1, 0.2, -0.2], [0.1, 0.0, 0.1], [0.0, 0.0, 0.1], [0.0, 0.0, 0.0], [0.0, 0.0, 0.0], [0.0, 0.0, 0.0], [0.0, 0.0, 0.0], [0.0, 0.0, 0.0], [-0.1, 0.0, 0.0], [0.1, 0.0, 0.1], [0.0, 0.0, 0.0], [0.0, 0.0, 0.1], [0.0, -0.1, 0.0], [0.0, 0.0, 0.0], [0.0, -0.1, 0.0], [0.0, 0.0, 0.0], [-0.1, 0.1, 0.0], [0.0, 0.0, 0.0], [0.0, 0.0, 0.0], [0.0, 0.0, 0.0], [0.0, 0.0, 0.0], [0.0, 0.0, 0.0], [0.0, 0.0, 0.0], [0.0, 0.0, 0.0], [0.0, 0.0, 0.0]]}

***

For each record above, in turn, the calculated ΔE to the lowest compared entry with this formula, charge and spin values are 0.0000; 0.0000; 0.4588 eV.